# 1
DFT (ωB97M-V with the def2-TZVPD basis set) results for a molecular structure, C23H42N8O3Ru.

Output
Lowest unoccupied orbital energy (spin up / spin down) ... -2.81 / -2.71 eV
Net charge ... +1
<S²> ... 1.105
E_HOMO (spin up / spin down) ... -0.35424 / -0.35515 hartree
2S+1 ... 2
HOMO-LUMO gap (spin up / spin down) ... 6.8 / 7.0 eV

Positions of all 77 atoms, in Å:
1 Ru 0.0266 -0.3377 -0.0711
2 N -1.1179 1.8394 0.4259
3 C -0.8747 2.7034 -0.7267
4 C -1.8633 3.8817 -0.7016
5 C -1.9012 4.7972 -1.9262
6 C -0.5193 5.2101 -2.4181
7 N 0.2313 5.8858 -1.3721
8 C 1.5239 5.7928 -1.1117
9 N 2.0573 6.6059 -0.1826
10 N 2.3047 4.9104 -1.7316
11 C -0.9288 1.8223 -2.0488
12 O -0.8241 2.4141 -3.1111
13 O -1.0330 0.5872 -1.8642
14 H -2.0903 1.5274 0.3997
15 H -0.9735 2.3442 1.2956
16 H 0.1594 3.0611 -0.6616
17 H -1.6412 4.4789 0.1910
18 H -2.8645 3.4680 -0.5629
19 H -2.4970 5.6788 -1.6763
20 H -2.3861 4.2776 -2.7520
21 H -0.6292 5.8809 -3.2750
22 H -0.0111 4.3058 -2.7520
23 H -0.2979 6.5904 -0.8782
24 H 1.5039 7.3393 0.2279
25 H 3.0462 6.6068 0.0032
26 H 1.9193 4.2068 -2.3448
27 H 3.2733 4.8332 -1.4765
28 O 1.8139 -1.6501 -0.3143
29 C 2.1230 -2.6647 0.4012
30 C 2.6280 -3.8243 -0.2479
31 C 3.0101 -4.9388 0.4489
32 C 2.9431 -4.9485 1.8422
33 C 2.4777 -3.8366 2.5066
34 C 2.0535 -2.6851 1.8348
35 C 1.5946 -1.5366 2.5821
36 N 0.9892 -0.4464 2.1171
37 C 0.7925 0.3908 3.1722
38 C 1.2745 -0.1882 4.3071
39 N 1.7744 -1.3992 3.9249
40 H 2.6657 -3.7911 -1.3285
41 H 3.3664 -5.8102 -0.0802
42 H 3.2524 -5.8175 2.4014
43 H 2.4267 -3.8749 3.5852
44 H 0.3373 1.3541 3.0354
45 H 1.3056 0.1521 5.3218
46 H 2.2150 -2.0667 4.5369
47 C -3.8468 -2.4280 0.4773
48 C -2.6273 -1.4966 0.6159
49 C -2.7337 -0.7192 1.9342
50 C -1.3466 -2.2747 0.5389
51 H -4.7612 -1.8415 0.4935
52 H -3.8626 -3.1319 1.3053
53 H -3.8095 -2.9851 -0.4545
54 H -2.6655 -0.8055 -0.2454
55 H -2.9216 -1.4099 2.7555
56 H -3.5563 -0.0056 1.9011
57 H -1.7990 -0.1914 2.1406
58 H -1.2189 -2.8713 -0.3648
59 H -1.0638 -2.7853 1.4533
60 C 4.5656 0.0683 -0.9951
61 C 3.6582 0.6286 -2.0968
62 C 3.3591 -0.4737 -3.1117
63 C 4.3591 1.8068 -2.7920
64 N 2.3522 1.1278 -1.5982
65 N 2.2008 1.3581 -0.1988
66 H 5.4880 -0.2925 -1.4387
67 H 4.0857 -0.7657 -0.4873
68 H 4.8384 0.8276 -0.2626
69 H 4.2724 -0.8658 -3.5499
70 H 2.7308 -0.0854 -3.9091
71 H 2.8302 -1.2888 -2.6185
72 H 5.2972 1.4765 -3.2310
73 H 4.5786 2.6032 -2.0806
74 H 3.7222 2.1928 -3.5854
75 H 1.6185 0.4616 -1.8654
76 H 2.6597 2.2367 0.0422
77 H 2.6411 0.6192 0.3587

---

# 2
DFT (ωB97M-V with the def2-TZVPD basis set) results for a molecular structure, C23H43B3F7O14PS5.

Output
Lowest unoccupied orbital energy ... -0.05 eV
Net charge ... 0
E_HOMO ... -0.35937 hartree
2S+1 ... 1
HOMO-LUMO gap ... 9.7 eV

Positions of all 96 atoms, in Å:
1 O 1.4113 1.4858 -0.8729
2 P 0.0769 1.5260 -1.5452
3 B -0.7097 3.2919 -1.7321
4 O -0.4809 4.1472 -2.7838
5 B -1.5300 4.9633 -3.1630
6 O -2.7866 4.7748 -2.5902
7 B -2.8451 3.9516 -1.4967
8 C -4.1906 3.1703 -1.0468
9 F -3.8630 2.0339 -0.3662
10 F -4.9175 3.9814 -0.2016
11 C -5.1482 2.7553 -2.1834
12 F -5.3999 3.8199 -2.9653
13 F -6.3163 2.3179 -1.6632
14 C -4.6034 1.6229 -3.0875
15 F -5.4070 1.4793 -4.1401
16 F -3.3714 1.9437 -3.5333
17 F -4.5238 0.4580 -2.4629
18 O -1.6882 3.6573 -0.8102
19 H 0.0917 1.0017 -2.8554
20 H -0.9380 0.7934 -0.9006
21 H -1.3640 5.8059 -3.9760
22 C 0.9807 1.4801 4.0394
23 C 0.4809 0.1254 4.5614
24 C -0.6275 -0.3494 3.6118
25 S -0.2412 0.3700 2.0099
26 O -1.3012 1.2788 1.6290
27 O 0.1692 -0.6719 1.0947
28 C 1.1787 1.3003 2.5401
29 H 1.9089 1.7825 4.5209
30 H 0.2329 2.2558 4.2243
31 H 1.2978 -0.5938 4.5529
32 H 0.1185 0.1936 5.5856
33 H -0.6509 -1.4313 3.5022
34 H -1.6115 0.0171 3.9004
35 H 1.2301 2.2304 1.9799
36 H 2.0512 0.6929 2.3215
37 C 5.3196 0.7026 -0.5486
38 C 6.7490 0.5286 -0.0123
39 C 6.7084 0.7948 1.4984
40 S 5.0477 0.3486 2.0287
41 O 4.3814 1.5448 2.4876
42 O 5.0947 -0.8262 2.8621
43 C 4.4142 -0.0663 0.4060
44 H 5.2195 0.3323 -1.5672
45 H 5.0427 1.7586 -0.5485
46 H 7.0863 -0.4931 -0.1973
47 H 7.4505 1.2001 -0.5056
48 H 7.4188 0.1926 2.0589
49 H 6.8474 1.8484 1.7322
50 H 3.3639 0.2186 0.3414
51 H 4.5201 -1.1442 0.2851
52 C -3.5232 -3.0439 -2.1301
53 C -2.9192 -2.1053 -1.0765
54 C -1.8303 -2.8889 -0.3290
55 S -1.2130 -4.1126 -1.4909
56 O -1.5395 -5.4297 -1.0023
57 O 0.1337 -3.7976 -1.8915
58 C -2.3405 -3.7062 -2.8254
59 H -4.1540 -2.5086 -2.8393
60 H -4.1374 -3.8037 -1.6419
61 H -2.4739 -1.2376 -1.5679
62 H -3.6763 -1.7344 -0.3871
63 H -1.0111 -2.2442 -0.0202
64 H -2.2312 -3.4267 0.5279
65 H -2.5891 -4.6184 -3.3627
66 H -1.8202 -3.0109 -3.4842
67 C -2.6596 1.7613 -8.5547
68 C -1.8772 0.4548 -8.3595
69 C -0.5046 0.8244 -7.7836
70 S -0.7470 2.3514 -6.8637
71 O -0.0006 3.4043 -7.5010
72 O -0.5968 2.1025 -5.4513
73 C -2.4817 2.5510 -7.2624
74 H -3.7120 1.5764 -8.7640
75 H -2.2440 2.3242 -9.3929
76 H -2.4115 -0.1885 -7.6576
77 H -1.7711 -0.0958 -9.2927
78 H -0.1107 0.0750 -7.1019
79 H 0.2251 1.0355 -8.5626
80 H -2.6980 3.6129 -7.3524
81 H -3.0562 2.1175 -6.4435
82 C 1.4681 -4.6010 8.4440
83 C 2.6805 -3.9676 9.1407
84 C 3.1434 -2.7902 8.2737
85 S 1.6785 -2.2025 7.4113
86 O 1.8556 -2.4430 6.0021
87 O 1.3011 -0.8996 7.8976
88 C 0.5570 -3.4415 8.0548
89 H 0.9529 -5.3098 9.0905
90 H 1.7897 -5.1356 7.5479
91 H 2.3862 -3.6062 10.1279
92 H 3.4863 -4.6862 9.2814
93 H 3.5499 -1.9665 8.8549
94 H 3.8580 -3.0948 7.5119
95 H -0.1713 -3.6854 7.2851
96 H 0.0588 -3.0100 8.9227

---

# 3
DFT (ωB97M-V with the def2-TZVPD basis set) results for a molecular structure, C23H43BCl2DyF4N3O4Si.

Output
Lowest unoccupied orbital energy (spin up / spin down) ... 0.26 / 0.27 eV
Net charge ... 0
ΔE to the lowest compared entry with this formula, charge and spin ... 4.243 eV
<S²> ... 9.329
E_HOMO (spin up / spin down) ... -0.22627 / -0.22607 hartree
2S+1 ... 6
HOMO-LUMO gap (spin up / spin down) ... 6.4 / 6.4 eV

Positions of all 82 atoms, in Å:
1 C -2.2110 -0.4382 -5.1755
2 C -1.3248 -1.2703 -4.2876
3 H -1.6791 0.3861 -5.6527
4 H -3.0476 -0.0022 -4.6014
5 H -2.6324 -1.0763 -5.9546
6 C -0.5741 -2.3221 -4.6509
7 C -0.3110 -2.6593 -6.0533
8 H -0.2807 -3.0434 -3.8894
9 H 0.4349 -1.9917 -6.5167
10 H -1.2593 -2.6154 -6.6234
11 H 0.1246 -3.6735 -6.1072
12 Dy -0.1970 1.0413 2.0643
13 Cl -2.7904 1.1461 2.4698
14 C -1.0264 -2.1652 2.4199
15 O -0.4061 -1.2118 1.8603
16 N -0.3673 -3.1897 2.9422
17 C 1.0994 -3.2349 2.8602
18 C -1.0707 -4.2690 3.6283
19 H -2.1285 -2.1868 2.5314
20 H 1.5279 -2.3081 3.2806
21 H 1.4124 -3.3785 1.8124
22 H 1.4088 -4.1124 3.4540
23 H -2.1431 -4.0420 3.6255
24 H -0.7070 -4.3599 4.6650
25 H -0.8907 -5.2316 3.1188
26 H 1.9223 5.1059 5.3210
27 H -0.9460 4.2637 6.0230
28 C 1.5874 4.4600 4.4912
29 C -0.6551 5.1393 5.4046
30 N 0.1741 4.7500 4.2563
31 H 1.7458 3.3951 4.7544
32 C -0.4360 4.2562 3.1671
33 O -0.0353 3.2728 2.4840
34 H -1.5637 5.6173 5.0267
35 H -1.3719 4.7906 2.9105
36 H 2.1897 4.6937 3.5941
37 H -0.0880 5.8439 6.0365
38 H 1.9003 1.0747 -2.2512
39 H 2.8336 -1.8154 -2.8128
40 C 2.8352 0.7843 -1.7345
41 C 3.3396 -1.6190 -1.8450
42 N 2.6931 -0.5184 -1.1174
43 H 3.0914 1.5353 -0.9774
44 C 2.1981 -0.6398 0.1366
45 O 1.8283 0.3267 0.8463
46 H 3.3172 -2.5475 -1.2389
47 H 2.1293 -1.6842 0.4807
48 H 3.6290 0.7295 -2.4791
49 H 4.3803 -1.3318 -2.0787
50 O -0.6896 0.1607 -2.9576
51 C -1.4808 -0.9486 -2.8386
52 C 0.1143 -2.6084 -1.7183
53 C -1.1516 -2.0554 -1.8408
54 H 0.9351 -2.2091 -2.3396
55 C 0.2527 -3.7707 -0.9340
56 H -2.5865 -0.7578 -2.7634
57 C -2.2677 -2.6280 -1.2566
58 H 1.2175 -4.2770 -0.9254
59 C -0.8552 -4.3076 -0.2694
60 C -2.1163 -3.7404 -0.4255
61 H -3.2413 -2.1917 -1.4965
62 H -0.7572 -5.2632 0.2483
63 H -3.0135 -4.1366 0.0393
64 Si -0.4044 2.4851 -1.7741
65 Cl -0.8338 0.6508 -0.3081
66 C 1.1906 3.2696 -1.1020
67 C -1.7315 3.5060 -0.8946
68 C -0.5478 2.4486 -3.5886
69 H 1.4533 2.9911 -0.0747
70 H 1.0585 4.3655 -1.1094
71 H 2.0746 3.0660 -1.7314
72 H 0.3264 2.0410 -4.0961
73 H -0.6392 3.4984 -3.8783
74 H -1.4320 1.9195 -3.9252
75 H -2.3958 2.8995 -0.2652
76 H -2.3437 4.0351 -1.6404
77 H -1.2730 4.2661 -0.2399
78 F -0.5819 1.1009 4.4606
79 B 0.7147 0.7147 4.9684
80 F 0.6553 -0.6409 5.2940
81 F 1.5719 0.8559 3.8025
82 F 1.1185 1.5865 5.9624

---

no.,maximum force (eV/A)
1,3.58
2,1.09
3,2.51